(1)
68
Properties=species:S:1:pos:R:3:mulliken_spin:R:1 method="wB97M-V/def2-TZVPD" spin_multiplicity=5 charge=+1 orbital_gap_ev="3.71 / 6.27" lumo_ev="-3.7 / -3.8"
Cr -0.8559 0.8827 0.3112 3.11
C -3.2573 -5.8317 0.5967 0.00
C -2.6508 -4.4945 0.2594 0.00
C -2.1593 -4.2196 -1.0032 0.01
C -1.5118 -3.0108 -1.3150 0.00
C -0.9533 -2.8669 -2.6217 0.00
N 0.1409 -2.2370 -2.9307 0.00
C 1.1162 -1.7524 -1.9700 -0.02
C 2.5590 -2.1105 -2.3218 0.04
C 3.3408 -2.1604 -0.9973 -0.01
N 3.0417 -1.0215 -0.1634 0.19
C 3.7292 0.1436 -0.2134 0.50
C 3.2769 1.3860 0.2594 -0.17
C 4.1948 2.4679 0.2586 0.24
C 3.8523 3.7582 0.6271 -0.10
C 4.8796 4.8565 0.6798 0.00
C 2.5370 4.0010 0.9669 0.31
C 1.5614 2.9719 0.9639 -0.06
C 0.2504 3.3310 1.3613 0.02
N -0.8273 2.6086 1.2834 -0.06
C -2.0226 3.1448 1.9389 0.01
C -2.8527 2.0313 2.5980 0.00
C -1.9774 0.8569 3.0487 0.01
N -1.6908 0.0027 1.8939 -0.09
C -2.0778 -1.2241 1.9699 0.06
C -2.0217 -2.2304 0.9448 0.02
C -2.5608 -3.4903 1.2176 0.00
C -1.4822 -1.9587 -0.3430 -0.02
O -1.0436 -0.8062 -0.6568 -0.04
C 1.9090 1.6286 0.6656 0.07
O 1.0494 0.6400 0.7726 0.03
H -3.0208 -6.5726 -0.1646 0.00
H -4.3436 -5.7619 0.6745 0.00
H -2.8785 -6.1937 1.5521 0.00
H -2.2236 -4.9799 -1.7749 0.00
H -1.4516 -3.3680 -3.4461 0.00
H 0.3330 -2.0561 -3.9094 0.00
H 0.8767 -2.2265 -1.0229 0.00
H 1.0148 -0.6734 -1.8603 0.00
H 2.9861 -1.3582 -2.9868 0.01
H 2.6204 -3.0852 -2.8145 -0.01
H 4.4126 -2.1965 -1.1919 0.00
H 3.0638 -3.0656 -0.4516 0.00
H 2.1230 -0.9491 0.2467 -0.05
H 4.7170 0.0983 -0.6586 0.03
H 5.2138 2.2581 -0.0469 0.01
H 5.8383 4.5136 0.2944 0.00
H 5.0275 5.1790 1.7121 0.00
H 4.5643 5.7269 0.1033 0.00
H 2.2330 5.0095 1.2276 0.03
H 0.1630 4.3271 1.7982 -0.01
H -2.6364 3.6986 1.2204 0.00
H -1.7232 3.8578 2.7089 -0.01
H -3.6057 1.6426 1.9084 0.00
H -3.3849 2.4453 3.4534 0.00
H -2.4860 0.2871 3.8286 0.00
H -1.0341 1.2263 3.4554 0.00
H -2.5308 -1.5521 2.9065 0.00
H -2.9499 -3.6760 2.2138 0.00
N -2.7027 1.4027 -0.8117 -0.02
C -2.3623 1.2706 -2.2491 0.00
C -0.8290 1.2739 -2.4301 0.00
O -0.3550 0.9099 -3.4903 0.00
O -0.1883 1.6459 -1.3739 -0.01
H -3.5469 0.8758 -0.6204 0.01
H -2.9103 2.3730 -0.6003 0.00
H -2.7882 2.0745 -2.8483 0.00
H -2.7286 0.3215 -2.6329 0.00



(2)
50
Properties=species:S:1:pos:R:3:lowdin_charge:R:1 method="wB97M-V/def2-TZVPD" charge=-1 orbital_gap_ev=4.76 lumo_ev=1.9 e_above_lowest_kcal_mol=0.0
C 3.4207 0.4062 3.5692 -0.08
C 2.0165 0.4706 4.1417 -0.23
N 1.1045 1.3337 3.3576 -0.08
C 0.7182 2.6764 3.8368 -0.20
C -0.4085 2.6716 4.8403 -0.09
C 0.1150 0.7286 2.5557 -0.53
C 0.6556 -0.3994 1.6591 -0.53
C -0.3516 -1.3402 1.0480 -0.38
C 0.0311 -2.8151 0.9501 -0.12
C 0.9144 -3.4881 1.8370 -0.03
C 1.1724 -4.8588 1.6790 -0.09
C 0.5776 -5.5876 0.6424 -0.09
C -0.3374 -4.9446 -0.1962 -0.08
C -0.6055 -3.5805 -0.0456 -0.02
O -1.3943 -0.9436 0.5806 0.11
O -1.0211 1.1295 2.4228 0.08
H 4.0387 -0.2549 4.1967 0.07
H 3.4117 0.0196 2.5399 0.07
H 3.8925 1.4008 3.5774 0.08
H 1.6060 -0.5461 4.1466 0.11
H 2.0252 0.8413 5.1697 0.12
H 1.6369 3.1471 4.2231 0.12
H 0.3544 3.1916 2.9302 0.13
H -0.6218 3.6759 5.2027 0.07
H -1.2943 2.2883 4.3350 0.07
H -0.1555 2.0630 5.7136 0.07
H 1.4801 -0.9225 2.2024 0.08
H 1.4181 -2.9402 2.6409 0.10
H 1.8870 -5.3572 2.3200 0.09
H 0.8848 -6.6189 0.4319 0.10
H -0.8075 -5.4805 -1.0181 0.10
H -1.3028 -3.0889 -0.7423 0.13
Cl 1.1247 0.6867 0.3883 0.84
C 1.9396 3.2167 -2.1735 -0.67
Cl 0.8551 2.0696 -2.8512 0.60
C 1.3512 4.3797 -1.4197 -0.42
O 0.3890 4.4023 -0.6575 0.00
C 2.2117 5.5382 -1.8813 -0.17
C 3.5941 5.3659 -2.2786 -0.21
C 4.1935 6.4837 -2.8791 -0.06
C 3.4719 7.6822 -2.9432 -0.10
C 2.0979 7.7448 -2.5687 -0.16
N 1.5072 6.6309 -2.1271 0.09
C 4.1956 4.0505 -2.1679 -0.69
Cl 5.8068 3.7790 -2.7053 0.60
C 3.3129 2.9788 -1.9505 -0.16
H 5.2458 6.4217 -3.1329 0.07
H 3.9553 8.6031 -3.2352 0.07
H 1.5272 8.6760 -2.6351 0.09
H 3.6782 1.9683 -1.7965 0.09



(3)
18
Properties=species:S:1:pos:R:3:lowdin_charge:R:1 method="wB97M-V/def2-TZVPD" smiles="CNCC=O.O.O" orbital_gap_ev=10.26 lumo_ev=0.6 e_above_lowest_kcal_mol=67.2
C 1.0296 1.0972 1.3361 -0.03
N 0.4846 -0.1394 0.5640 -0.09
C -0.7590 0.2226 -0.0517 -0.21
C -1.1754 -0.7448 -1.1709 -0.18
O -1.8787 -0.4399 -2.1353 0.02
H 0.7213 0.8558 2.3385 0.07
H 0.6358 2.0188 0.9553 0.07
H 2.0680 1.0834 1.2946 0.05
H 1.1760 -0.4038 0.0138 0.03
H -1.4387 0.1741 0.8081 0.15
H -0.7352 1.0976 -0.5384 0.03
H -0.8893 -1.7987 -1.0877 0.12
O -0.0203 -3.1038 1.8427 -0.05
H 0.6824 -3.6554 2.1127 0.00
H 0.3196 -2.3255 1.3836 -0.01
O -0.0983 2.1898 -2.2373 0.01
H -0.7550 1.6526 -2.7179 0.06
H 0.6325 2.2191 -2.7101 -0.04



(4)
52
Properties=species:S:1:pos:R:3:lowdin_charge:R:1 method="wB97M-V/def2-TZVPD" charge=-1 orbital_gap_ev=6.48 lumo_ev=2.2
Na -0.6118 0.3470 0.4239 0.18
C -0.4301 1.5537 -4.2400 -0.04
C 0.7977 0.8841 -3.7060 -0.27
N 1.7552 0.5812 -4.5329 0.09
C 2.8545 -0.0431 -4.0408 -0.14
C 3.0215 -0.3572 -2.7213 -0.18
C 4.3202 -1.0244 -2.3477 -0.23
O 4.1612 -2.3694 -1.8890 -0.07
C 2.0054 -0.0230 -1.7680 -0.07
C 2.3176 -0.3256 -0.3919 -0.08
N 1.8487 0.1562 0.7182 0.08
C 2.6124 -0.1525 1.8730 -0.30
C 3.9698 -0.5168 1.8188 -0.03
C 4.7037 -0.8111 2.9517 -0.09
C 4.1205 -0.7231 4.2061 -0.11
C 2.8084 -0.2997 4.2989 -0.18
C 2.0717 -0.0001 3.1585 -0.64
I 0.1525 0.7320 3.4618 1.03
C 0.8159 0.5964 -2.2678 -0.32
O -0.2144 0.8802 -1.6070 -0.07
H -0.3186 1.7285 -5.3078 0.07
H -0.6060 2.4966 -3.7186 0.08
H -1.3101 0.9368 -4.0483 0.08
H 3.6340 -0.2680 -4.7610 0.10
H 4.8350 -0.4928 -1.5442 0.11
H 4.9809 -1.0098 -3.2203 0.11
H 3.4388 -2.7558 -2.3950 0.09
H 3.1253 -1.0523 -0.3388 0.09
H 4.4843 -0.5517 0.8703 0.09
H 5.7435 -1.0946 2.8486 0.10
H 4.6849 -0.9515 5.1006 0.10
H 2.3412 -0.1857 5.2679 0.08
F -3.7048 -4.6480 1.0662 0.02
C -3.6885 -3.2871 0.9783 -0.30
C -2.5091 -2.5978 1.1467 -0.10
C -2.4454 -1.2024 1.0798 -0.06
C -3.6681 -0.5156 0.8479 -0.16
C -4.8295 -1.2659 0.6282 -0.22
F -6.0458 -0.7103 0.3047 0.00
C -4.8772 -2.6452 0.6987 0.02
C -3.7049 0.9851 0.8660 -0.19
C -4.8896 1.7327 0.7267 -0.01
C -4.8593 3.1110 0.8070 -0.08
C -3.6535 3.7616 1.0191 -0.08
C -2.5309 2.9633 1.1301 -0.15
N -2.5489 1.6397 1.0581 0.07
H -1.6152 -3.1918 1.3230 0.09
H -5.8022 -3.1760 0.5305 0.12
H -5.8309 1.2422 0.5637 0.09
H -5.7805 3.6719 0.7026 0.10
H -3.5772 4.8380 1.0883 0.09
H -1.5523 3.4102 1.2823 0.10



(5)
35
Properties=species:S:1:pos:R:3:lowdin_charge:R:1 method="wB97M-V/def2-TZVPD" orbital_gap_ev=10.53 lumo_ev=0.8 e_above_lowest_kcal_mol=5.2
C -2.3853 0.9702 0.1518 -0.06
C -2.2066 0.3619 -1.2525 -0.38
C -2.6035 -1.1198 -1.2766 -0.08
C -0.8172 0.6190 -1.8954 -0.31
C -0.9344 0.6403 -3.4225 -0.07
C 0.3003 -0.3796 -1.4997 -0.15
O 1.4429 0.1948 -0.8716 -0.07
C 1.2994 0.6038 0.4560 -0.40
C 0.8503 -0.5065 1.4066 -0.13
C 1.1713 -0.2299 2.8770 -0.16
C 2.5823 -0.5962 3.3086 -0.22
O 3.5904 0.3256 2.8365 -0.34
S 3.8640 0.3778 1.2480 0.97
O 3.7359 -0.9721 0.7371 -0.39
O 2.5332 1.2166 0.8253 -0.27
H -3.0781 1.8120 0.1358 0.08
H -1.4489 1.3465 0.5648 0.05
H -2.7833 0.2409 0.8610 0.07
H -2.9222 0.8713 -1.9030 0.12
H -3.6868 -1.2259 -1.1945 0.08
H -2.1615 -1.6735 -0.4445 0.07
H -2.2983 -1.6152 -2.2014 0.08
H -0.4602 1.6050 -1.5788 0.14
H -0.0211 1.0317 -3.8744 0.09
H -1.0906 -0.3648 -3.8245 0.08
H -1.7697 1.2613 -3.7517 0.08
H 0.7213 -0.8225 -2.4018 0.13
H -0.0887 -1.2010 -0.8930 0.11
H 0.6035 1.4491 0.5140 0.14
H 1.2960 -1.4512 1.0892 0.13
H -0.2326 -0.6011 1.3001 0.10
H 0.4970 -0.8257 3.4980 0.12
H 0.9823 0.8199 3.1220 0.13
H 2.8403 -1.6003 2.9627 0.12
H 2.6787 -0.5624 4.3915 0.12



| no. | calculated total energy (Ha) |
| --- | --- |
| 1 | -2629.0787 |
| 2 | -2566.1258 |
| 3 | -401.3059 |
| 4 | -1938.0211 |
| 5 | -1092.1407 |